{
  "formula": "C36H87N3O9",
  "method": "ωB97M-V/def2-TZVPD",
  "smiles": "CC1(C)CCCC(C)(C)N1O.CC1(C)CCCC(C)(C)N1O.CC1(C)CCCC(C)(C)N1O.CC(C)O.CC(C)O.CC(C)O.O.O.O",
  "relative_energy_kj_mol": 217.4,
  "homo_lumo_gap_ev": 7.603,
  "e_homo_ev": -7.95,
  "largest_force_ev_per_a": 2.5,
  "species": ["C", "C", "C", "O", "H", "H", "H", "H", "H", "H", "H", "H", "C", "C", "C", "O", "H", "H", "H", "H", "H", "H", "H", "H", "C", "C", "C", "O", "H", "H", "H", "H", "H", "H", "H", "H", "O", "H", "H", "O", "H", "H", "O", "H", "H", "C", "C", "C", "C", "C", "C", "N", "O", "C", "C", "C", "H", "H", "H", "H", "H", "H", "H", "H", "H", "H", "H", "H", "H", "H", "H", "H", "H", "H", "H", "C", "C", "C", "C", "C", "C", "N", "O", "C", "C", "C", "H", "H", "H", "H", "H", "H", "H", "H", "H", "H", "H", "H", "H", "H", "H", "H", "H", "H", "H", "C", "C", "C", "C", "C", "C", "N", "O", "C", "C", "C", "H", "H", "H", "H", "H", "H", "H", "H", "H", "H", "H", "H", "H", "H", "H", "H", "H", "H", "H"],
  "xyz": [[-4.972211, -0.430362, -1.823797], [-5.496851, -1.866232, -1.838467], [-6.033451, -2.271842, -0.502637], [-6.483881, -1.893922, -2.885187], [-5.551131, 0.211248, -1.159497], [-4.969231, 0.060468, -2.797017], [-3.929331, -0.543012, -1.527477], [-4.589921, -2.432422, -2.050607], [-6.548041, -1.418362, -0.061217], [-5.165071, -2.385692, 0.146263], [-6.719341, -3.112422, -0.607857], [-6.053281, -2.217682, -3.679777], [-0.008501, -3.470022, 2.953363], [-0.712521, -4.465102, 2.041803], [-1.124001, -5.809542, 2.667103], [-1.863741, -3.815562, 1.607853], [0.243609, -2.516452, 2.489433], [0.880019, -3.805592, 3.488173], [-0.695091, -3.139572, 3.732793], [-0.032481, -4.593462, 1.199683], [-1.560411, -6.476592, 1.923673], [-1.743301, -5.739372, 3.561333], [-0.222491, -6.372992, 2.907743], [-1.553321, -3.282092, 0.872563], [-0.403031, -0.683412, -1.219077], [-0.087981, -2.204002, -1.514567], [1.155459, -2.687662, -0.773287], [-1.259361, -2.925962, -1.094637], [0.487109, -0.061472, -1.313617], [-0.785011, -0.445962, -0.226197], [-1.151821, -0.386182, -1.953287], [0.142259, -2.285432, -2.576857], [2.067259, -2.358172, -1.271447], [1.267059, -3.768862, -0.691647], [1.101439, -2.338902, 0.258003], [-1.042971, -3.858932, -1.160547], [1.353099, -4.302032, -3.582277], [0.510319, -4.340462, -3.130097], [1.683659, -5.199782, -3.550507], [-0.762431, -5.553512, -1.739507], [-0.170221, -6.209382, -2.107397], [-1.564421, -6.037682, -1.542937], [0.447679, -2.848502, -6.173967], [0.112999, -1.951972, -6.195157], [0.565139, -3.038882, -5.243277], [2.903429, -1.418292, -4.004107], [4.192839, -1.015812, -3.298187], [4.016619, 0.425218, -2.749427], [4.959299, 0.797078, -1.577707], [4.999029, -0.243442, -0.471287], [5.357679, -1.691582, -1.034687], [4.527739, -2.009702, -2.211857], [4.630349, -3.377222, -2.623787], [6.839509, -1.851852, -1.240007], [4.941679, -2.639272, 0.139243], [5.417129, -1.004702, -4.220377], [2.099139, -1.767712, -3.356697], [3.059829, -2.130242, -4.814517], [2.427829, -0.606412, -4.554347], [4.303349, 1.120588, -3.538307], [3.016879, 0.590348, -2.347747], [4.677879, 1.706338, -1.046527], [5.981649, 1.016488, -1.885537], [4.106579, -0.335692, 0.147683], [5.717999, 0.073658, 0.284113], [7.083649, -2.769282, -1.775557], [7.217469, -0.981552, -1.776507], [7.266929, -1.898762, -0.238407], [5.529309, -2.454592, 1.038513], [3.878519, -2.563512, 0.367353], [5.289509, -3.640582, -0.114757], [5.583859, -1.965882, -4.706627], [6.316239, -0.802022, -3.638447], [5.549189, -0.264102, -5.009147], [3.722569, -3.635012, -2.800087], [-3.034671, 2.819078, 6.261303], [-2.949261, 1.504648, 5.543593], [-3.840081, 0.530478, 6.450543], [-4.207591, -0.737172, 5.701113], [-4.974901, -0.450742, 4.415723], [-4.138001, 0.434088, 3.456333], [-3.559351, 1.584508, 4.193403], [-2.968661, 2.549628, 3.339503], [-2.975161, -0.396082, 2.719363], [-5.188671, 0.983778, 2.398783], [-1.504351, 0.989428, 5.534703], [-4.057541, 3.163308, 6.414083], [-2.517741, 3.635808, 5.757473], [-2.585921, 2.919688, 7.249533], [-3.202401, 0.313068, 7.307393], [-4.751621, 1.044878, 6.754823], [-4.837811, -1.311422, 6.380213], [-3.284001, -1.252262, 5.436963], [-5.983311, -0.125102, 4.671033], [-5.150511, -1.429972, 3.970333], [-2.304011, 0.106368, 2.022793], [-2.349881, -0.708062, 3.555903], [-3.382151, -1.325272, 2.320533], [-6.039811, 1.338948, 2.979733], [-4.899061, 1.832658, 1.779393], [-5.390701, 0.158018, 1.716583], [-1.306721, -0.025942, 5.878303], [-0.938371, 1.619468, 6.220863], [-0.885241, 1.047058, 4.639443], [-3.623071, 3.245658, 3.433793], [3.266489, 5.069958, -1.539687], [1.933329, 5.567048, -2.108547], [1.361479, 4.579678, -3.177917], [0.793849, 3.263148, -2.540647], [-0.230241, 3.546758, -1.458217], [0.115499, 4.609338, -0.434247], [0.902519, 5.715418, -1.045657], [1.109569, 6.781268, -0.125917], [-1.264661, 5.200428, 0.155993], [0.967209, 3.943998, 0.736093], [2.226079, 6.888858, -2.859147], [3.185569, 4.040618, -1.190397], [3.578819, 5.735408, -0.734867], [4.002049, 5.080758, -2.344007], [0.582919, 4.998148, -3.815757], [2.201099, 4.124088, -3.702857], [1.609509, 2.722268, -2.060807], [0.337439, 2.692838, -3.349687], [-0.331711, 2.603778, -0.921007], [-1.184661, 3.852868, -1.886567], [-1.127991, 5.915198, 0.967483], [-1.814631, 5.768748, -0.594097], [-1.913771, 4.524128, 0.712213], [1.409419, 4.747698, 1.324833], [0.375649, 3.240248, 1.321653], [1.775769, 3.351138, 0.308493], [2.680849, 6.641608, -3.818397], [2.737689, 7.615788, -2.228337], [1.275079, 7.309278, -3.186177], [1.894449, 6.422258, 0.294413]],
  "atomic_forces_ev_per_a": [[0.6, 0.0, 0.4], [0.3, 1.7, -1.1], [-0.2, 0.7, 0.0], [-0.1, -1.0, 0.4], [0.2, 0.0, 0.2], [-0.1, -0.4, -0.2], [0.1, 0.7, 0.5], [-0.4, -0.8, -0.5], [-0.5, -0.1, -0.1], [-0.2, -0.7, 0.2], [0.4, -0.2, 0.4], [-0.1, 0.0, -0.1], [0.1, 0.3, 1.4], [0.5, 0.0, 0.9], [1.3, -0.1, -0.5], [-1.0, 0.1, -0.7], [0.1, -0.2, -0.6], [0.2, -0.4, -0.2], [-0.3, -0.3, 0.2], [0.0, -0.7, -0.3], [-0.6, 0.4, -0.1], [-0.1, 0.2, -0.2], [0.2, 0.2, 0.5], [-0.5, 0.6, -0.5], [0.3, -1.0, -0.7], [0.0, 1.3, 1.5], [-0.1, 0.0, 0.3], [0.4, 0.6, -0.3], [0.1, -0.1, -0.4], [-0.1, -0.6, 0.1], [0.0, 0.3, 0.1], [-0.6, -0.1, -0.3], [0.1, 0.4, 0.2], [-0.4, -0.2, -0.3], [0.3, 0.2, 0.1], [0.0, -0.3, -0.1], [0.2, 0.2, -0.1], [-0.4, 0.0, 0.3], [0.2, -0.3, -0.2], [0.2, -0.1, -0.1], [0.2, -0.2, 0.0], [-0.4, -0.1, 0.1], [-0.1, 0.0, -0.3], [-0.1, 0.2, -0.1], [0.2, -0.3, 0.3], [-0.3, -0.1, -0.9], [1.3, -0.2, 0.2], [1.1, 0.0, 1.6], [-0.1, -0.2, 0.7], [0.5, -1.3, -0.9], [-1.3, 0.0, 1.5], [-1.9, 1.2, 0.9], [0.7, 1.0, -0.3], [0.2, 0.3, 0.0], [0.8, -0.3, -0.7], [1.0, -0.1, -0.6], [0.4, -0.2, 0.3], [0.1, -0.5, 0.3], [0.4, 0.6, 0.1], [-0.8, 0.0, -0.3], [-0.3, 0.0, -0.5], [-0.5, 0.4, -0.5], [0.1, -0.3, -0.4], [-0.6, 0.1, -0.6], [0.5, -0.3, -0.2], [0.0, 0.0, 0.0], [0.4, -0.1, 0.0], [0.4, 0.1, -0.2], [-0.1, 0.6, 0.1], [0.1, -0.3, -0.1], [-0.7, -0.3, -0.2], [-0.2, -0.2, 0.2], [-0.1, -0.2, 0.3], [-1.0, 0.3, -0.2], [-0.4, 0.0, 0.1], [0.0, 2.1, 0.0], [-0.7, -1.7, 0.0], [0.9, 0.5, -1.6], [0.0, 0.5, 0.3], [1.1, -0.7, 0.4], [0.3, 1.0, -1.8], [-1.6, -0.2, 1.1], [0.1, -0.5, 0.4], [-1.0, -0.2, 1.9], [1.0, -0.2, 0.8], [1.4, 0.3, 0.5], [-0.2, -0.2, -0.3], [0.0, 0.0, -0.6], [0.1, -1.0, 0.2], [-0.3, 0.0, 0.2], [0.1, 0.1, 0.1], [0.2, -0.5, -0.1], [-0.1, -0.4, 0.2], [0.1, 0.8, -0.2], [0.1, 0.0, -0.5], [-0.6, 0.4, -0.1], [0.3, -0.2, -0.1], [0.0, 0.1, -0.4], [-0.3, -0.3, -0.3], [0.6, -0.1, 0.1], [-0.5, 0.0, 0.1], [-0.6, -0.2, 0.1], [0.1, 0.0, 0.3], [-0.7, 0.3, -0.6], [0.2, 0.4, -0.3], [-0.3, -0.4, -0.4], [-0.6, -0.2, -0.2], [0.3, -1.8, 1.7], [0.0, 1.7, 0.3], [-0.3, -0.1, -0.3], [0.4, 0.4, 1.7], [-1.9, 0.3, -1.3], [0.7, -1.1, -0.8], [1.2, 0.4, 0.4], [-0.5, 0.4, -1.1], [-1.4, -0.4, 0.2], [0.1, 0.1, 0.2], [0.3, -0.1, 0.0], [0.2, 0.1, 0.2], [0.3, 0.3, 0.0], [0.1, 0.9, -0.8], [0.2, -0.3, -0.4], [0.2, -0.4, 0.2], [-0.6, 0.0, 0.2], [-0.1, -0.3, -0.2], [0.8, 0.3, -0.2], [0.0, -0.4, -0.3], [0.1, -0.9, -0.8], [-0.1, -0.3, 0.4], [-0.1, 0.3, 0.3], [0.1, 0.1, -0.1], [0.8, 0.1, 0.3], [0.2, -0.1, -0.3], [-0.2, 0.2, 0.3], [0.4, 0.7, 0.9]],
  "mulliken_charge": [-0.836, 0.660, -1.132, -0.592, 0.249, 0.307, 0.071, 0.115, 0.259, 0.228, 0.375, 0.341, -1.218, 1.462, -1.608, -0.564, 0.243, 0.382, 0.221, -0.265, 0.364, 0.338, 0.414, 0.290, -1.031, 0.740, 0.489, -0.524, -0.033, 0.052, 0.461, -0.306, -0.708, 0.373, 0.299, 0.351, -0.556, 0.308, 0.261, -0.557, 0.251, 0.223, -0.675, 0.325, 0.283, -1.887, 2.188, -0.577, -0.500, -1.437, 1.195, 0.818, -0.605, -1.842, -1.812, -1.923, 0.108, 0.467, 0.347, 0.439, -0.236, 0.170, 0.410, 0.396, 0.431, 0.336, 0.365, 0.475, 0.445, 0.249, 0.444, 0.380, 0.303, 0.400, 0.367, -2.073, 1.745, -1.370, -0.459, -1.166, 1.569, 0.168, -0.310, -1.607, -1.734, -1.748, 0.431, 0.420, 0.447, 0.456, 0.437, 0.442, 0.096, 0.414, 0.401, 0.394, 0.178, 0.446, 0.502, 0.354, 0.116, 0.328, 0.504, 0.218, 0.329, -1.570, 1.494, -1.382, 0.327, -1.053, 1.300, 0.214, -0.455, -1.695, -1.642, -2.015, 0.176, 0.387, 0.482, 0.390, 0.445, -0.499, 0.659, 0.218, 0.418, 0.438, 0.439, 0.251, 0.336, 0.474, 0.276, 0.402, 0.349, 0.483, 0.382]
}